Here is 2 unconnected molecules or ions with the total composition C3H10OS from OMol25. Energies are from the ωB97M-V functional and the def2-TZVPD basis.

- calculated total energy (eV) = -16155.4760
- molar mass (u) = 94.18
- multiplicity = 1
- ΔE to the lowest compared entry with this formula, charge and spin (eV) = 0.390
- SMILES = CCSC.O
- Kohn-Sham gap (eV) = 9.22

Atoms and positions in Å:
C (-0.03630, 1.67941, 0.58143)
C (0.86044, 1.09124, -0.47111)
S (0.08658, 1.12720, -2.12326)
C (0.74586, -0.33313, -2.86316)
H (0.49867, 1.93535, 1.49908)
H (-0.52913, 2.61853, 0.31987)
H (-0.77867, 0.92358, 0.84170)
H (1.77084, 1.66173, -0.67080)
H (1.15680, 0.10170, -0.13045)
H (0.04867, -1.17522, -2.87768)
H (1.59785, -0.75504, -2.32079)
H (1.10837, -0.18001, -3.87767)
O (-1.80374, -2.98519, 4.03540)
H (-2.46280, -3.24349, 3.37858)
H (-2.26345, -2.46664, 4.67887)

Atomic forces in eV per Å
C -0.31 0.35 0.64
C 0.75 0.51 -0.54
S -0.62 0.19 0.39
C 0.66 -1.63 -0.27
H 0.25 -0.28 -0.04
H -0.08 -0.21 -0.39
H -0.22 0.26 0.01
H 0.05 0.02 0.68
H -0.09 -0.23 -0.45
H -0.28 0.28 -0.11
H 0.07 0.48 0.13
H -0.18 0.27 -0.05
O 0.36 -0.55 -0.75
H 0.12 0.10 0.20
H -0.48 0.46 0.54

Charges in e, computed with Löwdin, in the same order as the atoms: C -0.1912; C -0.5665; S 0.7917; C -0.4731; H 0.0712; H 0.0663; H 0.0715; H 0.0601; H 0.0762; H 0.0296; H 0.0368; H 0.0275; O -0.0528; H 0.0371; H 0.0156

***

Here is 2 unconnected molecules or ions with the total composition C3H10OS2 from OMol25. Energies are from the ωB97M-V functional and the def2-TZVPD basis.

- calculated total energy (eV) = -26989.9864
- molar mass (u) = 126.25
- multiplicity = 1
- ΔE to the lowest compared entry with this formula, charge and spin (eV) = 1.304
- SMILES = CCO.CSS
- Kohn-Sham gap (eV) = 9.03

Atoms and positions in Å:
C (-2.39521, -0.92501, 0.23583)
C (-2.33738, -0.62679, -1.25994)
O (-3.07352, 0.58483, -1.40777)
H (-1.56932, -0.46974, 0.72091)
H (-2.51113, -1.96874, 0.52223)
H (-3.27975, -0.31327, 0.53661)
H (-1.26984, -0.54045, -1.58057)
H (-2.71722, -1.37488, -1.96310)
H (-2.93164, 1.00272, -2.29773)
C (0.92402, 1.27612, 1.58033)
S (1.13788, -0.40368, 1.04314)
S (2.44190, 0.07063, -0.55025)
H (1.89301, 1.65159, 1.89134)
H (0.40726, 1.87287, 0.85972)
H (0.27930, 1.40637, 2.40020)
H (1.86258, 1.03771, -1.05106)

Atomic forces in eV per Å
C -1.84 0.59 -0.66
C 1.15 -0.14 -0.54
O 0.32 0.99 -1.42
H 0.85 0.12 0.45
H 0.06 0.07 -0.10
H 0.38 -0.90 0.24
H -0.53 0.40 0.25
H -0.43 -0.29 0.52
H -0.09 -0.84 1.26
C 0.69 0.32 0.19
S 0.19 0.07 -0.91
S 2.00 -3.37 1.92
H 0.04 0.41 -0.30
H 0.24 0.42 -0.99
H -0.85 -0.64 1.51
H -2.19 2.81 -1.43

Charges in e, computed with Löwdin, in the same order as the atoms: C -0.0866; C -0.3237; O -0.1142; H -0.0104; H 0.0762; H 0.0882; H 0.1049; H 0.1031; H 0.1062; C -0.5231; S 0.4154; S 0.3703; H 0.0308; H 0.0257; H 0.0189; H -0.2818